Molecular formula: C36H29BI2N2OP2STl
Method: DFT, wB97M-V/def2-TZVPD

CARTESIAN COORDINATES (ANGSTROEM)
Tl -0.025 1.426 3.578
I -1.244 -3.244 1.347
C -1.803 -2.657 3.226
C -2.534 -3.529 3.987
C -2.890 -3.196 5.287
I -3.643 -4.798 6.386
C -2.579 -1.936 5.800
C -2.973 -1.491 7.101
C -2.598 -0.244 7.481
C -1.913 0.595 6.576
N -1.513 0.243 5.391
C -1.822 -1.038 4.999
C -1.376 -1.406 3.681
O -0.655 -0.598 2.973
H -2.811 -4.456 3.538
H -3.630 -2.083 7.706
H -2.859 0.168 8.479
H -1.676 1.597 6.889
B 1.511 5.771 0.520
C 0.105 5.551 1.148
N -0.917 5.416 1.651
H 2.348 5.289 1.295
H 1.610 6.920 0.251
H 1.356 5.175 -0.526
S -3.390 6.235 2.393
C -2.152 5.376 1.973
C 1.252 -0.012 -2.352
P 0.388 -0.500 -0.798
C -0.805 0.867 -0.467
C -1.805 0.631 0.495
C -2.796 1.617 0.782
C -2.844 2.781 0.023
C -1.799 3.045 -0.845
C -0.810 2.102 -1.148
C 1.666 0.019 0.407
C 2.162 -0.902 1.285
C 3.050 -0.545 2.313
C 3.359 0.792 2.450
C 2.917 1.732 1.499
C 2.153 1.317 0.426
P 0.083 -0.444 -3.776
C 1.127 -0.276 -5.213
C 0.738 -0.848 -6.412
C 1.555 -0.913 -7.532
C 2.817 -0.344 -7.450
C 3.215 0.267 -6.305
C 2.438 0.260 -5.150
C 0.135 -2.309 -3.506
C -1.015 -2.877 -3.014
C -1.003 -4.244 -2.773
C 0.107 -5.038 -2.914
C 1.254 -4.432 -3.386
C 1.289 -3.093 -3.729
H 2.242 -0.464 -2.426
H 1.504 1.066 -2.356
H -1.740 -0.290 0.999
H -3.569 1.430 1.517
H -3.609 3.507 0.197
H -1.741 4.048 -1.332
H -0.057 2.424 -1.865
H 1.743 -1.934 1.241
H 3.346 -1.182 3.093
H 3.970 1.069 3.319
H 3.285 2.765 1.538
H 1.808 2.044 -0.286
H -0.245 -1.219 -6.514
H 1.226 -1.420 -8.446
H 3.423 -0.440 -8.362
H 4.230 0.728 -6.387
H 2.829 0.754 -4.271
H -1.860 -2.251 -2.800
H -1.929 -4.602 -2.340
H 0.050 -6.078 -2.778
H 2.157 -5.014 -3.604
H 2.182 -2.684 -4.177

As for the LUMO energy (alpha / beta): -1.98 / -1.75 eV. Its expectation value of S² is 0.76. The largest force on an atom is 3.98 eV Å⁻¹. As for the spin multiplicity: 2. The relative energy (zero: lowest compared OMol25 entry of this formula, charge and spin) comes out at 0.0000 eV. Its HOMO-LUMO gap (alpha / beta) is 5.52 / 5.75 eV. The value obtained for the HOMO energy (alpha / beta) is -7.50 / -7.50 eV. Its total charge is 0.

***

Molecular formula: C36H29Cl2N7O3Tc
Method: DFT, wB97M-V/def2-TZVPD

CARTESIAN COORDINATES (ANGSTROEM)
Tc -0.662 -0.202 -0.052
Cl 1.295 2.411 -6.215
C 0.951 2.227 -4.532
C 0.350 1.055 -4.091
C 0.075 0.892 -2.741
N -0.555 -0.188 -2.128
C -1.485 -0.920 -2.815
O -1.483 -1.215 -3.997
C -2.649 -1.234 -1.906
C -3.739 -2.026 -2.465
C -4.384 -3.058 -1.913
C -4.953 -2.642 0.565
C -3.575 -2.088 0.975
N -2.493 -0.667 -0.766
C 0.353 1.920 -1.827
C 0.976 3.079 -2.278
C 1.277 3.227 -3.624
Cl 2.054 4.680 -4.150
N -0.041 1.713 -0.505
C 0.890 2.242 0.394
O 0.744 3.160 1.152
C 2.176 1.435 0.290
C 3.419 2.001 0.499
C 4.546 1.221 0.291
C 4.375 -0.098 -0.094
C 3.086 -0.588 -0.249
N 2.003 0.157 -0.073
H 0.101 0.274 -4.790
H -3.903 -1.821 -3.518
H -5.117 -3.577 -2.522
H -5.368 -3.287 1.342
H -3.358 -2.083 2.044
H 1.194 3.885 -1.589
H 3.483 3.037 0.801
H 5.537 1.637 0.418
H 5.224 -0.742 -0.276
H 2.936 -1.623 -0.536
O -2.248 -0.108 1.286
C -3.236 -0.646 0.489
C -4.455 0.212 0.355
C -5.702 -0.314 0.090
C -5.971 -1.667 0.122
C -4.222 -3.563 -0.508
C -2.924 -3.142 0.147
C -1.628 -3.251 -0.345
N -0.601 -2.373 -0.218
C 0.418 -2.877 -0.985
C 0.053 -4.055 -1.557
N -1.225 -4.293 -1.141
H -4.273 1.278 0.397
H -6.511 0.374 -0.131
H -6.954 -2.037 -0.139
H -4.506 -4.616 -0.447
H 1.345 -2.348 -1.108
H 0.590 -4.728 -2.201
H -1.814 -5.060 -1.415
C 2.546 -4.205 2.481
N 1.606 -3.170 2.853
C 0.241 -3.660 2.843
C 1.758 -1.969 2.037
C 1.063 -0.776 2.659
C 1.409 -0.506 3.987
C 0.835 0.537 4.684
C -0.099 1.339 4.043
C -0.429 1.084 2.726
C 0.134 0.033 1.995
H 2.410 -5.066 3.137
H 3.564 -3.835 2.608
H 2.423 -4.546 1.437
H 0.137 -4.456 3.582
H -0.056 -4.058 1.857
H -0.439 -2.848 3.104
H 1.380 -2.133 1.027
H 2.829 -1.756 1.968
H 2.132 -1.156 4.465
H 1.106 0.724 5.716
H -0.572 2.162 4.564
H -1.162 1.722 2.252

As for the LUMO energy (alpha / beta): -0.88 / -1.71 eV. Its expectation value of S² is 3.81. The largest force on an atom is 1.65 eV Å⁻¹. As for the spin multiplicity: 4. The relative energy (zero: lowest compared OMol25 entry of this formula, charge and spin) comes out at 6.7757 eV. Its HOMO-LUMO gap (alpha / beta) is 6.33 / 5.48 eV. The value obtained for the HOMO energy (alpha / beta) is -7.21 / -7.19 eV. Its total charge is 0.

***

Molecular formula: C36H30AsBrFN3O10PSTl
Method: DFT, wB97M-V/def2-TZVPD

CARTESIAN COORDINATES (ANGSTROEM)
Tl 0.069 0.380 -0.129
C 5.930 -0.024 -0.380
C 4.792 -0.194 0.578
C 4.901 0.212 1.903
C 3.805 0.130 2.744
C 2.638 -0.359 2.188
Br 1.072 -0.447 3.231
N 2.524 -0.805 0.964
C 3.568 -0.716 0.165
H 6.884 0.035 0.146
H 5.781 0.904 -0.933
H 5.962 -0.840 -1.100
H 5.841 0.600 2.273
H 3.852 0.444 3.774
H 3.413 -1.065 -0.846
O 0.666 1.593 -5.115
As 0.374 2.203 -3.357
O -0.938 3.117 -3.592
O 0.312 0.763 -2.604
C 2.067 3.172 -3.316
C 2.670 3.592 -4.493
C 3.872 4.279 -4.450
C 4.490 4.540 -3.234
C 3.886 4.120 -2.060
C 2.676 3.455 -2.118
S 1.870 2.959 -0.602
O 2.416 1.629 -0.295
O 2.286 3.940 0.391
O 0.434 2.973 -0.855
H -0.121 1.057 -5.222
H 2.182 3.369 -5.432
H 4.331 4.619 -5.371
H 5.427 5.085 -3.207
H 4.310 4.310 -1.084
C -7.913 0.059 0.655
C -7.283 -0.876 -0.151
C -5.907 -0.873 -0.270
C -5.136 0.060 0.417
C -5.778 0.989 1.226
C -7.158 0.993 1.341
P -3.286 0.151 0.244
C -2.946 -1.598 0.720
C -2.482 -1.760 2.023
C -2.235 -3.020 2.533
C -2.464 -4.136 1.747
C -2.921 -3.985 0.449
C -3.160 -2.724 -0.065
C -3.262 0.173 -1.586
C -4.094 1.100 -2.214
C -4.051 1.268 -3.582
C -3.161 0.524 -4.338
C -2.320 -0.385 -3.719
C -2.354 -0.555 -2.344
H -8.991 0.058 0.745
H -7.872 -1.605 -0.691
H -5.427 -1.594 -0.914
H -5.187 1.725 1.755
H -7.647 1.731 1.964
H -2.294 -0.887 2.633
H -1.857 -3.132 3.540
H -2.263 -5.123 2.137
H -3.075 -4.854 -0.174
H -3.467 -2.626 -1.095
H -4.777 1.695 -1.620
H -4.699 1.991 -4.059
H -3.124 0.659 -5.412
H -1.612 -0.955 -4.306
H -1.672 -1.248 -1.873
F -0.535 -8.016 -2.316
C -0.334 -7.469 -1.085
C 0.402 -6.326 -0.977
N 0.724 -5.797 0.234
C 1.167 -4.435 0.242
C 0.046 -3.555 -0.537
O -0.636 -4.225 -1.313
O 0.038 -2.364 -0.260
C 0.271 -6.371 1.404
O 0.557 -5.966 2.511
N -0.492 -7.502 1.235
C -0.898 -8.129 0.052
O -1.604 -9.123 0.106
H 0.846 -5.880 -1.850
H 2.100 -4.327 -0.312
H 1.283 -4.082 1.262
H -0.836 -7.918 2.093

As for the LUMO energy: 4.07 eV. The largest force on an atom is 2.73 eV Å⁻¹. The relative energy (zero: lowest compared OMol25 entry of this formula, charge and spin) comes out at 1.9992 eV. Its HOMO-LUMO gap is 7.38 eV. The value obtained for the HOMO energy is -3.30 eV. Its total charge is -2.